Entry 1:
ORCA calculation (ωB97M-V/def2-TZVPD) on a 2-piece molecular cluster, C25H28NO4 overall in a non-equilibrium geometry.

```
58
C25H28NO4 (ωB97M-V/def2-TZVPD)
H 0.248 1.058 0.383
C 0.552 -2.124 2.026
H 0.200 -1.431 2.792
C -0.358 -2.792 1.188
C -1.729 -2.260 0.863
O -2.401 -2.725 -0.050
O -2.102 -1.193 1.597
C -3.454 -0.763 1.263
C -3.711 0.566 1.914
C 0.094 -3.822 0.381
N 1.437 -4.047 0.290
C 2.363 -3.263 0.920
C 1.925 -2.247 1.748
C 2.934 -1.164 2.046
O 4.068 -1.195 1.588
O 2.454 -0.136 2.775
C 3.486 0.862 3.051
C 2.823 2.099 3.585
H -3.530 -0.694 0.171
H -4.146 -1.545 1.614
H -4.790 0.748 1.943
H -3.303 0.597 2.928
H -3.253 1.367 1.322
H -0.564 -4.445 -0.209
H 1.766 -4.749 -0.368
H 3.408 -3.461 0.722
H 4.190 0.417 3.769
H 4.024 1.065 2.118
H 3.557 2.695 4.135
H 2.454 2.712 2.756
H 1.981 1.855 4.239
C -4.978 0.930 -3.089
C -3.634 0.968 -2.428
C -3.315 2.085 -1.649
C -2.059 2.189 -1.077
C -1.087 1.199 -1.281
C 0.257 1.470 -0.623
C 1.577 1.073 -1.272
C 2.740 1.398 -0.556
C 4.000 1.263 -1.131
C 4.116 0.792 -2.446
C 2.969 0.394 -3.142
C 1.701 0.497 -2.543
C -1.446 0.032 -1.963
C -2.699 -0.063 -2.580
H -4.978 0.244 -3.943
H -5.777 0.620 -2.397
H -5.237 1.936 -3.446
H -4.049 2.890 -1.540
H -1.814 3.071 -0.478
H 0.297 2.565 -0.435
H 2.637 1.782 0.463
H 4.885 1.538 -0.560
H 5.097 0.721 -2.919
H 3.041 0.015 -4.164
H 0.813 0.135 -3.066
H -0.737 -0.794 -2.034
H -2.943 -0.931 -3.200
```

Properties
**HOMO**: -10.9 eV
**Energy relative to the best compared isomer or geometry (same formula, charge and spin)**: 0.0 kcal per mole
**Gap between HOMO and LUMO**: 6.073 eV
**Total energy**: -36053.4278 eV
**Charge**: +1


Entry 2:
ORCA calculation (ωB97M-V/def2-TZVPD) on a single C17H14ClF4N3O4 molecule.

```
43
C17H14ClF4N3O4 (ωB97M-V/def2-TZVPD)
C 4.665 0.658 2.185
C 3.166 0.532 2.383
O 2.644 -0.334 1.363
C 1.594 -1.063 1.671
O 1.070 -1.165 2.741
C 1.194 -1.939 0.441
N 1.113 -1.114 -0.734
C 0.401 0.071 -0.623
O 0.199 0.586 0.453
N 0.001 0.575 -1.825
C -0.870 1.636 -2.053
C -1.486 2.372 -1.041
C -2.360 3.374 -1.413
C -2.580 3.607 -2.767
Cl -3.658 4.849 -3.280
C -1.918 2.820 -3.698
N -1.088 1.857 -3.345
O 0.035 -2.703 0.673
C -1.174 -2.002 0.629
C -1.817 -1.853 -0.594
C -2.998 -1.138 -0.673
C -3.518 -0.590 0.485
F -4.653 0.132 0.409
C -2.909 -0.763 1.716
C -1.728 -1.476 1.788
C 2.299 -2.988 0.212
F 2.483 -3.774 1.266
F 1.992 -3.775 -0.830
F 3.478 -2.432 -0.081
H 5.140 -0.314 2.286
H 4.879 1.047 1.194
H 5.074 1.333 2.931
H 2.664 1.498 2.278
H 2.920 0.108 3.362
H 1.116 -1.602 -1.619
H 0.305 0.134 -2.683
H -1.282 2.155 -0.006
H -2.866 3.967 -0.668
H -2.058 2.960 -4.760
H -1.398 -2.307 -1.481
H -3.507 -0.999 -1.613
H -3.353 -0.331 2.598
H -1.212 -1.607 2.724
```

Properties
**HOMO**: -9.0 eV
**SMILES**: CCOC(=O)[C@](NC(=O)Nc1ccc(Cl)cn1)(Oc1ccc(F)cc1)C(F)(F)F
**Gap between HOMO and LUMO**: 9.446 eV
**Total energy**: -53910.4605 eV


Entry 3:
ORCA calculation (ωB97M-V/def2-TZVPD) on C50H49B2F4GeN8S5Ti as an isolated structure in a non-equilibrium geometry.

```
120
C50H49B2F4GeN8S5Ti (ωB97M-V/def2-TZVPD)
Ti -0.115 -0.475 -0.175
C -2.669 -2.891 0.692
C -2.754 -1.501 1.211
C -3.752 -1.020 2.043
C -3.461 0.316 2.241
C -4.268 1.298 3.022
N -2.353 0.617 1.561
N -1.911 -0.505 0.896
B -1.724 2.050 1.448
N -0.420 2.234 2.231
N 0.718 1.826 1.630
C 1.714 2.153 2.428
C 3.127 1.799 2.090
C 1.219 2.819 3.569
C -0.149 2.853 3.402
C -1.174 3.390 4.347
N -1.428 2.388 -0.013
N -0.555 1.672 -0.778
C -0.295 2.409 -1.851
C 0.629 1.997 -2.943
C -0.992 3.622 -1.779
C -1.689 3.573 -0.595
C -2.587 4.614 -0.009
H -3.445 -3.495 1.164
H -1.696 -3.318 0.922
H -2.806 -2.916 -0.391
H -4.579 -1.577 2.449
H -5.056 0.761 3.550
H -4.733 2.037 2.366
H -3.668 1.838 3.750
H -2.547 2.824 1.856
H 3.319 0.745 2.288
H 3.821 2.399 2.682
H 3.325 1.969 1.030
H 1.782 3.203 4.405
H -0.684 4.040 5.072
H -1.655 2.584 4.905
H -1.951 3.962 3.838
H 1.458 1.411 -2.549
H 1.029 2.887 -3.430
H 0.113 1.391 -3.688
H -0.978 4.424 -2.499
H -2.674 5.441 -0.715
H -2.197 5.003 0.932
H -3.586 4.221 0.185
C -0.048 -2.056 -4.183
C 0.113 -1.181 -3.154
N -0.914 -0.676 -2.387
C -2.189 -1.042 -2.783
C -2.411 -2.052 -3.759
C -1.326 -2.570 -4.475
C -3.741 -2.522 -4.008
C -4.825 -1.989 -3.398
C -4.657 -0.879 -2.532
C -5.746 -0.204 -1.960
C -5.546 0.925 -1.213
C -4.215 1.376 -1.059
N -3.175 0.760 -1.541
C -3.344 -0.388 -2.258
H 0.825 -2.400 -4.720
H 1.112 -0.881 -2.859
H -1.485 -3.332 -5.227
H -3.858 -3.336 -4.717
H -5.823 -2.366 -3.596
H -6.747 -0.585 -2.139
H -6.368 1.468 -0.764
H -4.014 2.290 -0.503
C 0.074 -2.354 -0.539
Ge 1.278 -3.823 -0.091
C 0.450 -5.222 1.042
C 1.046 -5.665 2.221
C 0.463 -6.664 2.991
C -0.735 -7.244 2.596
C -1.344 -6.818 1.423
C -0.753 -5.819 0.660
C 3.118 -3.620 0.605
C 4.168 -4.234 -0.084
C 5.469 -4.210 0.406
C 5.751 -3.574 1.605
C 4.722 -2.960 2.303
C 3.426 -2.985 1.809
C 1.595 -4.765 -1.813
C 2.234 -4.049 -2.830
C 2.502 -4.628 -4.062
C 2.120 -5.939 -4.315
C 1.482 -6.665 -3.320
C 1.230 -6.083 -2.081
H -0.481 -2.763 -1.389
H 1.976 -5.218 2.550
H 0.943 -6.985 3.908
H -1.194 -8.017 3.200
H -2.281 -7.260 1.104
H -1.244 -5.502 -0.255
H 3.982 -4.733 -1.024
H 6.263 -4.682 -0.160
H 6.765 -3.550 1.988
H 4.925 -2.446 3.235
H 2.658 -2.484 2.373
H 2.543 -3.023 -2.647
H 3.007 -4.053 -4.830
H 2.315 -6.390 -5.281
H 1.183 -7.691 -3.504
H 0.761 -6.683 -1.311
C 3.367 -0.920 -5.134
S 4.545 -1.281 -3.804
C 4.571 0.281 -3.014
C 3.883 0.622 -1.890
S 2.888 -0.318 -0.866
S 4.138 2.314 -1.440
C 5.204 2.807 -2.692
S 5.818 4.342 -2.855
S 5.572 1.513 -3.747
H 3.209 -1.847 -5.686
H 3.759 -0.161 -5.810
H 2.422 -0.589 -4.707
F -0.395 -0.538 3.285
B 0.688 -1.256 2.854
F 1.831 -1.014 3.593
F 0.407 -2.600 2.726
F 1.034 -0.789 1.441
```

Properties
**HOMO (alpha / beta)**: -0.3 / -2.6 eV
**Energy relative to the best compared isomer or geometry (same formula, charge and spin)**: 55.2 kcal per mole
**Gap between HOMO and LUMO (alpha / beta)**: 4.225 / 6.506 eV
**Total energy**: -210608.4666 eV
**Multiplicity**: 2
**⟨S²⟩**: 0.78
**Charge**: -2


Entry 4:
ORCA calculation (ωB97M-V/def2-TZVPD) on C6H7O5P as an isolated structure in a non-equilibrium geometry.

```
19
C6H7O5P (ωB97M-V/def2-TZVPD)
C -1.066 0.531 -1.857
C -3.654 -1.477 0.791
C -0.999 -0.936 -1.327
C -1.560 -1.854 -2.087
C -3.415 -0.471 0.055
C -0.298 -1.151 0.011
O -2.196 1.238 -1.667
O -4.023 2.051 -0.057
O -3.925 -2.574 1.370
O -1.704 1.444 0.936
O -1.967 -2.520 -2.985
P -2.849 1.165 0.023
H -0.810 0.601 -2.936
H -0.141 0.956 -1.438
H -2.937 4.057 3.082
H 0.399 -0.280 0.283
H -0.961 -1.101 0.789
H 0.141 -2.170 0.162
H -3.282 3.778 2.433
```

Properties
**HOMO**: 0.4 eV
**Energy relative to the best compared isomer or geometry (same formula, charge and spin)**: 53.2 kcal per mole
**Gap between HOMO and LUMO**: 5.534 eV
**Total energy**: -25860.1044 eV
**Charge**: -2


Entry 5:
ORCA calculation (ωB97M-V/def2-TZVPD) on a 3-piece molecular cluster, C4H11NO overall.

```
17
C4H11NO (ωB97M-V/def2-TZVPD)
C 1.044 1.810 0.816
C 1.329 2.318 -0.226
H 0.818 1.242 1.672
H 1.573 2.862 -1.095
C -1.386 -0.627 1.633
N 0.039 -0.912 1.686
H -1.539 0.269 1.027
H -1.743 -0.423 2.640
H -1.992 -1.437 1.207
H 0.378 -1.137 0.756
H 0.212 -1.715 2.271
C -0.041 -0.439 -2.319
O 0.948 -0.756 -1.371
H 0.376 0.130 -3.159
H -0.431 -1.385 -2.693
H -0.859 0.135 -1.869
H 1.276 0.065 -0.975
```

Properties
**HOMO**: -9.3 eV
**Energy relative to the best compared isomer or geometry (same formula, charge and spin)**: 77.2 kcal per mole
**SMILES**: C#C.CN.CO
**Gap between HOMO and LUMO**: 10.365 eV
**Total energy**: -7861.2049 eV


Entry 6:
ORCA calculation (ωB97M-V/def2-TZVPD) on a single C5H10N2S molecule in a non-equilibrium geometry.

```
18
C5H10N2S (ωB97M-V/def2-TZVPD)
C 0.993 2.565 -1.605
N 0.306 1.564 -1.954
N -0.147 0.694 -1.044
C -0.647 -0.585 -1.545
C -0.974 -1.313 -0.252
C 0.182 -0.920 0.659
S -0.113 -1.057 2.445
C 0.455 0.554 0.285
H 1.322 3.267 -2.399
H 1.260 2.808 -0.561
H -1.524 -0.420 -2.176
H 0.146 -1.128 -2.138
H -1.918 -0.960 0.134
H -1.067 -2.376 -0.363
H 1.054 -1.518 0.394
H -0.156 -2.374 2.463
H -0.030 1.246 1.002
H 1.551 0.762 0.254
```

Properties
**HOMO**: -8.4 eV
**Energy relative to the best compared isomer or geometry (same formula, charge and spin)**: 39.9 kcal per mole
**SMILES**: C=NN1CC[C@H](S)C1
**Gap between HOMO and LUMO**: 9.224 eV
**Total energy**: -19161.1742 eV